(1)
ORCA calculation (the ωB97M-V functional and the def2-TZVPD basis) on a cluster of 2 separate species, C2H7NO3 in total.

For the LUMO energy, the calculation gives 0.74 eV. The HOMO energy comes out at -9.937 eV. As for the charge: 0.

```
13
Properties=species:S:1:pos:R:3:nbo_charge:R:1
N -0.4398 0.2243 1.3338 -0.8640
C -0.8370 1.3286 0.4892 0.0893
O 0.0672 1.4819 -0.5846 -0.7137
H 0.4567 0.3765 1.7904 0.3668
H -1.1327 0.0928 2.0585 0.3675
H -1.8034 1.1083 0.0168 0.1693
H -0.9103 2.2868 1.0252 0.1327
H 0.9501 1.6067 -0.2233 0.4662
O 1.7529 -1.7681 -0.3373 -0.6023
C 1.0553 -1.8990 -1.3076 0.6494
O -0.2077 -1.5159 -1.4135 -0.6847
H 1.4885 -2.3466 -2.2105 0.1090
H -0.4399 -0.9764 -0.6372 0.5145
```

(2)
ORCA calculation (the ωB97M-V functional and the def2-TZVPD basis) on a structure of composition C37H33BrN3O5PS3Zr.

For the LUMO energy, the calculation gives -6.35 eV. The HOMO energy comes out at -12.747 eV. As for the charge: +2.

```
84
Properties=species:S:1:pos:R:3:mulliken_charge:R:1
Zr -0.1520 -0.1597 0.0424 0.3711
O 0.8070 -1.3383 -3.7449 -0.6574
C -0.3758 -1.5484 -4.3883 0.7086
C -0.3199 -1.9209 -5.7265 -0.7566
C -1.4837 -2.1563 -6.4336 -0.3757
C -2.7234 -2.0438 -5.8141 -0.9754
C -2.7757 -1.6782 -4.4831 -0.5566
C -1.6142 -1.4059 -3.7601 -0.0973
C -1.7724 -0.9150 -2.3528 0.9506
O -0.7163 -1.2564 -1.4790 0.0236
N -1.8170 0.5557 -2.3255 -0.3851
N -1.8958 0.9926 -1.0187 0.0042
C -2.6011 2.0212 -0.7185 -0.5637
C -2.6040 2.5940 0.5978 0.3970
Br -1.4071 1.7556 1.8362 -0.0121
C -3.2982 3.6689 1.0017 -0.6948
C -4.3015 4.3970 0.2322 0.4360
C -4.3289 5.7901 0.3500 -0.5076
C -5.2387 6.5308 -0.3829 -0.5810
C -6.1527 5.8885 -1.2081 -0.4453
C -6.1645 4.5026 -1.2938 -0.6094
C -5.2431 3.7565 -0.5792 -0.4254
H 0.6441 -1.3913 -2.7919 0.2277
H 0.6518 -2.0268 -6.1898 0.4768
H -1.4244 -2.4457 -7.4743 0.4108
H -3.6322 -2.2469 -6.3628 0.4529
H -3.7360 -1.6011 -3.9825 0.3926
H -2.6907 -1.3363 -1.9243 0.3227
H -2.5128 0.9622 -2.9465 0.3434
H -3.1947 2.5265 -1.4762 0.6460
H -3.0838 4.0602 1.9919 0.4504
H -3.6262 6.2898 1.0053 0.4128
H -5.2460 7.6090 -0.3016 0.4043
H -6.8739 6.4691 -1.7671 0.4099
H -6.9057 4.0040 -1.9034 0.3984
H -5.2975 2.6747 -0.6014 0.6076
O 0.9398 -0.2846 1.9444 -0.6174
S 1.9939 -1.2421 1.4630 1.6693
O 3.3388 -0.8693 1.7192 -0.6424
O 1.6324 -1.3246 -0.0109 -0.4202
C 1.6112 -2.8115 2.1563 0.6001
C 2.6626 -3.5104 2.7265 -0.6378
C 2.4233 -4.7499 3.3025 -0.7074
C 1.1396 -5.2673 3.3099 -0.8372
C 0.0926 -4.5523 2.7396 -0.2728
C 0.3040 -3.3141 2.1451 -0.6611
P -1.1575 -2.4693 1.4202 1.8329
C -2.3372 -2.4355 2.7881 0.6739
C -2.2214 -1.4147 3.7301 -0.5682
C -3.0481 -1.3945 4.8414 -0.8105
C -3.9989 -2.3914 5.0149 -0.5670
C -4.1139 -3.4145 4.0839 -0.8251
C -3.2827 -3.4437 2.9746 -0.1538
C -1.7754 -3.5977 0.1543 0.6617
C -3.0909 -3.4498 -0.2904 -0.7040
C -3.5391 -4.1725 -1.3844 -0.7928
C -2.6763 -5.0328 -2.0515 -0.6653
C -1.3676 -5.1759 -1.6170 -0.8096
C -0.9142 -4.4603 -0.5177 -0.7576
H 3.6554 -3.0819 2.7272 0.5954
H 3.2397 -5.3004 3.7487 0.4336
H 0.9440 -6.2298 3.7629 0.4563
H -0.9060 -4.9705 2.7613 0.4369
H -1.4637 -0.6479 3.6148 0.2720
H -2.9484 -0.6053 5.5745 0.4569
H -4.6472 -2.3753 5.8806 0.4172
H -4.8489 -4.1956 4.2237 0.4481
H -3.3759 -4.2489 2.2572 0.4009
H -3.7726 -2.7792 0.2219 0.5625
H -4.5647 -4.0680 -1.7140 0.4749
H -3.0277 -5.5941 -2.9068 0.4634
H -0.6941 -5.8471 -2.1327 0.4682
H 0.1129 -4.5763 -0.1947 0.4421
S 1.2018 2.0062 -0.6472 -0.4606
C 2.7638 1.3907 -1.0358 0.3296
N 3.7918 1.5267 -0.2416 -0.0767
C 5.0558 0.9082 -0.6460 -0.5431
C 4.8758 0.4328 -2.0976 -0.5198
S 3.1018 0.5979 -2.5067 0.0457
H 3.6692 1.9379 0.6744 0.3113
H 5.2645 0.0798 0.0307 0.2073
H 5.8574 1.6397 -0.5663 0.3972
H 5.1655 -0.6069 -2.2197 0.3758
H 5.4424 1.0401 -2.7981 0.4135
```

(3)
ORCA calculation (the ωB97M-V functional and the def2-TZVPD basis) on a structure of composition C10H30BaNO8 in a non-equilibrium geometry.

For the LUMO energy, the calculation gives -4.72 eV. The HOMO energy comes out at -11.441 eV. As for the charge: +1.

```
50
Properties=species:S:1:pos:R:3:mulliken_charge:R:1
Ba 0.4312 4.6248 1.2269 1.8159
N 0.8971 0.8496 0.6398 0.7240
O 0.8784 0.2598 -0.4685 -0.1780
O 0.6695 0.2157 1.6832 -0.6256
O 1.1312 2.0881 0.6811 -0.5498
C 0.0840 -4.7225 1.0219 -1.2424
C 0.3326 -3.2406 1.1177 0.0124
O 1.1352 -2.7979 0.0101 -0.5549
H -0.2207 -5.1429 1.9854 0.3684
H 1.0205 -5.2731 0.8906 0.3189
H -0.6410 -4.9724 0.2515 0.2481
H 0.8959 -2.9718 2.0158 0.3430
H -0.6435 -2.7428 1.1193 0.2373
H 1.0432 -1.8361 0.0591 0.2043
C -1.8135 2.3863 -1.0083 -0.9211
C -2.1205 1.9684 0.4286 -0.2383
O -1.9327 3.1106 1.3235 -0.5372
H -2.2137 1.6331 -1.6799 0.2606
H -0.7322 2.4828 -1.1467 0.1092
H -2.2530 3.3802 -1.1141 0.3930
H -1.6570 1.0358 0.7564 0.2352
H -3.1876 1.7282 0.4716 0.4836
H -2.3154 2.8226 2.1633 0.2680
C 1.1952 0.9362 -4.1201 -0.7300
C 2.4385 0.4338 -3.3732 -0.2613
O 2.7553 1.3517 -2.3251 -0.6294
H 1.2912 1.9578 -4.4880 0.2757
H 0.3048 0.8393 -3.4935 0.0538
H 0.9628 0.3339 -5.0050 0.3505
H 3.2361 0.3344 -4.1066 0.3731
H 2.1986 -0.5502 -2.9643 0.1450
H 2.1114 1.0841 -1.6442 0.3102
C 1.8173 1.6166 4.4780 -1.1181
C 0.5665 2.4393 4.1310 0.1103
O 0.9361 3.8325 3.8884 -0.5687
H 2.3996 1.3660 3.5951 0.2183
H 1.5299 0.7184 5.0205 0.3096
H 2.4010 2.2241 5.1738 0.4645
H -0.0188 2.4036 5.0514 0.3192
H -0.0010 2.0355 3.2978 0.0478
H 1.3897 4.1309 4.6845 0.2817
C -2.5397 -3.0634 -2.7222 -1.3573
C -1.3369 -2.4604 -1.9668 0.2450
O -1.3964 -1.0479 -2.1202 -0.5243
H -2.4906 -4.1502 -2.7130 0.3744
H -2.6151 -2.6485 -3.7227 0.3423
H -3.3813 -2.7739 -2.0899 0.3170
H -0.3862 -2.8177 -2.3643 0.3243
H -1.4727 -2.7559 -0.9249 0.0009
H -0.6834 -0.6556 -1.6045 0.1509
```

(4)
ORCA calculation (the ωB97M-V functional and the def2-TZVPD basis) on a cluster of 2 separate species, C5H10O2 in total.

For the LUMO energy, the calculation gives 1.08 eV. The HOMO energy comes out at -8.204 eV. As for the charge: 0.

```
17
Properties=species:S:1:pos:R:3:nbo_charge:R:1
C 0.3416 2.4723 0.3647 -0.6066
C 0.4851 1.4754 -0.7791 -0.4244
C 0.4103 0.0608 -0.2990 0.0593
O -0.9324 -0.4194 -0.0948 -0.5365
C -0.1444 -1.0148 -1.1188 -0.1299
C -0.3839 -3.1472 0.9453 0.0436
O -1.0487 -2.2631 1.6315 -0.6473
H 0.3974 3.4982 -0.0081 0.2147
H -0.6198 2.3421 0.8740 0.2132
H 1.1370 2.3290 1.1051 0.2041
H -0.3120 1.6140 -1.5197 0.2130
H 1.4467 1.5880 -1.2918 0.2110
H 1.0919 -0.2191 0.5153 0.1931
H -1.0576 -1.4333 1.0829 0.5077
H 0.1778 -2.0241 -0.8897 0.2400
H -0.5427 -0.8051 -2.1031 0.1834
H -0.4462 -4.0537 1.5854 0.0617
```

Going through the records in order, we get calculated total energy values of -9819.913, -166720.531, -29411.048, -9438.071 eV.
Going through the records in order, we get Kohn-Sham gap values of 10.68, 6.40, 6.72, 9.29 eV.
Going through the records in order, we get relative energy (zero: lowest compared OMol25 entry of this formula, charge and spin) values of 24.17, 8.76, 61.27, 114.66 kcal per mole.